Record 1
44
Properties=species:S:1:pos:R:3 method="wB97M-V/def2-TZVPD" de_lowest_kj_mol=275.03 mol_weight_g_mol=584.5 homo_ev="-7.4879 / -7.4881"
Pt -0.9655 -0.2872 -0.7157
O 3.7467 -0.4077 -0.9065
C 3.8706 -1.5144 -0.1563
C 5.1233 -2.1230 -0.0664
C 5.2995 -3.2568 0.6975
C 4.2356 -3.7970 1.4104
C 2.9911 -3.2154 1.3224
C 2.7819 -2.0848 0.5320
C 1.4309 -1.5368 0.3827
O 1.2214 -0.5819 -0.4686
N 0.4739 -2.0282 1.1326
N -0.7627 -1.6444 0.8864
C -1.6322 -1.3887 1.8268
C -2.9976 -1.0181 1.6183
C -3.8200 -0.9353 2.7594
C -5.1294 -0.5313 2.7007
C -5.6940 -0.2109 1.4634
C -4.9423 -0.2980 0.3220
C -3.5774 -0.6795 0.3411
O -2.9490 -0.6669 -0.7897
H 2.7876 -0.1755 -0.9141
H 5.9374 -1.6934 -0.6295
H 6.2709 -3.7292 0.7364
H 4.3769 -4.6838 2.0085
H 2.1428 -3.6238 1.8467
H -1.3009 -1.4886 2.8598
H -3.3941 -1.2039 3.7157
H -5.7226 -0.4547 3.6004
H -6.7267 0.0997 1.4067
H -5.3599 -0.0471 -0.6421
S -1.1271 4.3713 -0.0948
C -1.2419 2.6853 0.2913
N -0.6608 1.8829 -0.5440
C -0.0698 2.5485 -1.5793
C 0.5894 1.9486 -2.6482
C 1.1520 2.7620 -3.6057
C 1.0632 4.1516 -3.5072
C 0.3921 4.7593 -2.4635
C -0.1863 3.9480 -1.5004
H -1.7670 2.3625 1.1711
H 0.6344 0.8660 -2.6914
H 1.6670 2.3222 -4.4444
H 1.5235 4.7660 -4.2659
H 0.3150 5.8324 -2.3970

***

Record 2
48
Properties=species:S:1:pos:R:3 method="wB97M-V/def2-TZVPD" charge=+1 de_lowest_kj_mol=0.00 mol_weight_g_mol=568.4 homo_ev=-9.9829
Rh 0.2097 0.9845 -0.3490
C 6.1422 -1.7363 -5.5937
C 5.1760 -1.4480 -4.4825
C 5.0821 -2.2889 -3.3776
C 4.2016 -2.0157 -2.3440
C 3.4065 -0.8807 -2.4311
C 3.4743 -0.0204 -3.5250
C 4.3608 -0.3144 -4.5394
S 2.2461 -0.4710 -1.2070
O 2.3887 0.9543 -0.8607
O 0.8868 -0.6827 -1.6928
N 2.5563 -1.5223 0.0342
C 3.1719 -1.0635 1.0434
C 1.2479 -0.0160 3.0325
O 1.9411 -0.4005 3.8762
O 0.5111 0.4007 2.2400
H 6.5760 -2.7293 -5.4975
H 6.9557 -1.0087 -5.5862
H 5.6503 -1.6656 -6.5638
H 5.7050 -3.1722 -3.3244
H 4.1295 -2.6772 -1.4930
H 2.8468 0.8598 -3.5708
H 4.4263 0.3457 -5.3951
H 3.5855 -0.0533 1.0825
H 3.4188 -1.7562 1.8432
S -5.8948 5.1760 0.2737
N -5.7394 3.5828 0.0903
C -4.4430 3.3241 0.0696
C -3.8485 2.0058 -0.0660
C -4.5602 0.8084 -0.1404
C -3.8555 -0.3728 -0.2278
C -2.4637 -0.3447 -0.2638
N -1.7788 0.7926 -0.2168
C -2.4590 1.9524 -0.0985
C -1.6356 3.1348 0.0593
N -0.3055 2.9098 0.0794
C 0.5073 3.9389 0.2911
C 0.0337 5.2365 0.4677
C -1.3231 5.4774 0.4329
C -2.1866 4.4011 0.2304
C -3.6363 4.4870 0.2099
N -4.3412 5.5988 0.3328
H -5.6414 0.8240 -0.1161
H -4.3647 -1.3245 -0.2748
H -1.8772 -1.2493 -0.3526
H 1.5652 3.7131 0.3058
H 0.7381 6.0390 0.6324
H -1.7266 6.4718 0.5684

***

Record 3
49
Properties=species:S:1:pos:R:3 method="wB97M-V/def2-TZVPD" charge=-2 mol_weight_g_mol=660.8 homo_ev="0.8746 / 0.8134"
Tl -0.1562 3.5202 -1.9586
N 2.6049 5.0826 -0.1304
C 2.8426 3.7557 -0.4454
N 4.0697 3.2570 -0.5270
N 3.9051 1.9776 -0.9237
N 2.5862 1.7223 -1.0698
N 1.8961 2.8574 -0.7254
C 1.3939 5.7191 0.0918
N 1.3499 7.0862 0.2258
N -0.0076 7.2989 0.3247
N -0.7179 6.1664 0.2949
N 0.2223 5.1221 0.1369
H 3.4396 5.6662 -0.1317
O -2.5659 2.0474 -0.5202
C -2.2465 0.9132 -0.2537
O -0.9079 0.5200 -0.0297
C -3.1141 -0.3202 -0.2084
C -4.4752 -0.3887 -0.0073
C -5.1022 -1.5487 0.4002
C -4.4046 -2.7972 0.3542
C -3.0740 -2.7850 -0.0456
C -2.4160 -1.5252 -0.1812
P -0.7279 -1.1169 -0.0305
C 0.1330 -1.6620 1.3981
C 1.2790 -0.8932 1.7560
C 1.6447 -0.8867 3.0764
C 1.2900 -1.9344 3.9445
C 0.3284 -2.8684 3.4960
C -0.2568 -2.7180 2.2315
C 0.1047 -1.6876 -1.4673
C 0.5405 -0.8421 -2.5146
C 1.7248 -1.1524 -3.1662
C 2.3799 -2.3712 -3.0285
C 1.8007 -3.2730 -2.1319
C 0.6054 -3.0046 -1.4923
H -5.0928 0.4877 -0.2342
H -6.2048 -1.5668 0.6330
H -4.9395 -3.6773 0.6852
H -2.4843 -3.6569 -0.2108
H 1.8286 -0.3194 1.0154
H 2.2842 -0.1040 3.4000
H 1.7441 -2.0040 4.9119
H 0.0674 -3.7461 4.0614
H -1.0691 -3.3969 2.0004
H -0.0119 0.0289 -2.8385
H 2.1523 -0.3870 -3.8292
H 3.3276 -2.5869 -3.5127
H 2.3611 -4.1897 -1.8252
H 0.0683 -3.8182 -0.9984

***

Record 4
60
Properties=species:S:1:pos:R:3 method="wB97M-V/def2-TZVPD" charge=+1 de_lowest_kj_mol=124.17 mol_weight_g_mol=788.5 homo_ev="-10.5174 / -10.5186" spin_multiplicity=2
Cr 0.4259 0.3673 0.3874
Br -4.8710 -3.7129 3.5612
C -3.6508 -2.4361 2.9092
C -3.7673 -1.0963 3.3199
C -2.8964 -0.1438 2.8600
C -1.8681 -0.4933 1.9668
O -1.0473 0.4458 1.5560
C -1.7582 -1.8332 1.5435
C -0.8187 -2.2584 0.5692
N 0.0198 -1.5075 -0.0785
C 0.8504 -2.0570 -1.1018
C 0.7284 -3.2922 -1.6750
C 1.6411 -3.7015 -2.6744
C 2.6454 -2.8793 -3.0945
C 2.7758 -1.5840 -2.5378
C 3.7722 -0.6564 -2.9206
C 3.8127 0.5762 -2.3377
C 2.8493 0.9020 -1.3650
N 1.9140 0.0618 -0.9889
C 1.8661 -1.1825 -1.5511
C -2.6647 -2.8001 2.0382
H -4.5547 -0.8185 4.0073
H -2.9815 0.8883 3.1694
H -0.8353 -3.3193 0.3330
H -0.0617 -3.9713 -1.3902
H 1.5304 -4.6852 -3.1079
H 3.3426 -3.1995 -3.8569
H 4.4954 -0.9365 -3.6764
H 4.5614 1.3074 -2.6036
H 2.8551 1.8755 -0.8890
H -2.5779 -3.8270 1.7086
C -1.7117 0.1871 -6.2268
C -2.4816 -0.0477 -4.9839
N -3.6651 -0.5761 -4.9046
N -3.9388 -0.5925 -3.5703
C -2.9570 -0.0804 -2.8082
S -2.8634 0.1138 -1.1480
N -2.0225 0.2668 -3.7328
N -0.7688 0.8082 -3.3937
H -2.3226 -0.1078 -7.0754
H -0.7901 -0.3953 -6.2313
H -1.4534 1.2413 -6.3397
H -4.8147 -0.9482 -3.2285
H -0.5629 1.5177 -4.0929
H -0.9329 1.2969 -2.5112
F -0.8759 5.0527 1.6230
C -1.0927 3.7668 1.4527
F -1.1380 3.1639 2.6325
F -2.2132 3.5664 0.7921
S 0.3350 3.0660 0.4455
O -0.2060 2.1307 -0.5693
O 1.0867 4.1674 -0.0350
N 1.2016 2.0500 1.3260
S 1.2294 1.1880 2.7437
O 2.6604 1.6358 3.3514
O 1.5944 -0.1272 2.1325
C 3.1048 2.9518 3.3377
F 3.9693 3.0840 4.3211
F 2.0828 3.7929 3.5137
F 3.6901 3.2355 2.1846

***

Record 5
47
Properties=species:S:1:pos:R:3 method="wB97M-V/def2-TZVPD" charge=+2 mol_weight_g_mol=542.5 homo_ev="-15.2728 / -15.3249" spin_multiplicity=2
Ce 0.1015 -0.1467 -0.5588
C -4.0436 -2.0775 -0.0207
C -4.2736 -2.0728 1.3461
C -3.2604 -1.6763 2.2080
C -2.0422 -1.2686 1.6878
N -1.8079 -1.3233 0.3579
C -2.7865 -1.7224 -0.4655
C -0.9577 -0.6829 2.5315
C -1.0931 -0.4941 3.8999
C -0.0772 0.1473 4.5882
C 1.0409 0.6027 3.9095
C 1.1261 0.3817 2.5420
N 0.1435 -0.2601 1.8857
C 2.2460 0.9159 1.7109
C 3.3058 1.6337 2.2434
C 4.2260 2.2250 1.3893
C 4.0873 2.0682 0.0192
C 3.0530 1.2771 -0.4388
N 2.1518 0.7169 0.3782
H -4.8165 -2.3600 -0.7206
H -5.2369 -2.3665 1.7405
H -3.4476 -1.6785 3.2712
H -2.5416 -1.7576 -1.5230
H -1.9729 -0.8282 4.4278
H -0.1673 0.3149 5.6532
H 1.8201 1.1261 4.4417
H 3.4252 1.7561 3.3093
H 5.0412 2.8101 1.7929
H 4.7717 2.5351 -0.6743
H 2.9360 1.0743 -1.4993
C 0.9939 -1.3732 -4.5611
C 0.1663 -0.2037 -4.1687
N -0.0767 0.1671 -2.9120
C -0.8969 1.3058 -2.9840
C -1.1290 1.5859 -4.3010
N -0.4511 0.6332 -5.0075
C -1.8830 2.6131 -5.1125
O -2.5922 3.4923 -4.4648
O -1.7871 2.5338 -6.3068
C -1.3727 2.0660 -1.7653
O -2.1837 2.9510 -1.9073
O -0.8501 1.6840 -0.6322
H 1.3668 -1.8793 -3.6740
H 1.8481 -1.0665 -5.1659
H 0.4147 -2.0873 -5.1474
H -0.4531 0.6239 -6.0221
H -2.5650 3.3806 -3.4885